P) Entry from the Open Molecules 2025 dataset: a 15-piece molecular cluster, C15H60N30O15 overall (the ωB97M-V functional and the def2-TZVPD basis).

Its net charge is 0. As for the lowest unoccupied orbital energy: -0.028 Eh. Its frontier orbital gap is 8.2 eV. The spin multiplicity is 1.

```
120
C15H60N30O15, DFT the ωB97M-V functional and the def2-TZVPD basis
C -18.744 0.590 -0.401
O -18.390 -0.357 -1.125
N -18.220 1.812 -0.567
N -19.656 0.677 0.499
H -18.566 2.499 0.088
H -17.506 1.825 -1.281
H -19.719 1.449 1.148
H -20.292 -0.067 0.746
C -21.309 4.977 -0.749
O -20.308 4.721 -0.137
N -22.119 6.004 -0.542
N -21.783 4.311 -1.730
H -21.729 6.635 0.144
H -22.955 6.254 -1.051
H -21.240 3.510 -2.021
H -22.548 4.529 -2.353
C -16.381 1.109 -7.792
O -16.781 1.407 -6.663
N -16.250 1.976 -8.735
N -16.120 -0.149 -8.093
H -15.886 2.864 -8.419
H -16.097 1.700 -9.694
H -15.678 -0.401 -8.965
H -16.215 -0.719 -7.265
C -16.870 5.621 -2.070
O -17.076 6.771 -2.332
N -15.876 5.093 -1.445
N -17.704 4.659 -2.434
H -14.986 5.547 -1.299
H -15.911 4.084 -1.470
H -17.714 3.683 -2.175
H -18.451 5.054 -2.988
C -13.817 2.742 -5.223
O -12.750 3.171 -5.506
N -14.137 1.490 -5.028
N -14.842 3.562 -5.030
H -13.443 0.768 -4.900
H -15.106 1.238 -5.166
H -15.424 3.108 -4.341
H -14.581 4.534 -5.120
C -24.816 1.923 -7.353
O -25.812 2.548 -7.799
N -23.539 2.184 -7.570
N -24.998 0.946 -6.500
H -23.344 2.790 -8.354
H -22.826 1.571 -7.203
H -24.150 0.542 -6.131
H -25.912 0.620 -6.220
C -23.526 4.327 -4.612
O -24.132 4.051 -3.626
N -23.880 5.336 -5.344
N -22.554 3.560 -5.034
H -23.349 5.607 -6.158
H -24.673 5.901 -5.075
H -22.257 2.786 -4.457
H -22.013 3.821 -5.846
C -17.582 4.993 -7.357
O -16.524 5.160 -7.886
N -18.596 5.897 -7.344
N -17.902 3.989 -6.550
H -18.520 6.621 -8.045
H -19.400 5.577 -6.824
H -17.190 3.276 -6.617
H -18.544 3.921 -5.773
C -22.735 -1.451 -5.890
O -22.704 -0.241 -5.864
N -23.239 -2.269 -4.958
N -22.235 -2.109 -6.850
H -23.359 -3.252 -5.154
H -23.265 -1.973 -3.993
H -22.043 -3.087 -6.685
H -21.744 -1.626 -7.588
C -16.960 -2.231 -5.435
O -16.065 -2.338 -6.181
N -16.968 -1.612 -4.232
N -18.221 -2.218 -5.832
H -17.644 -0.948 -3.882
H -16.123 -1.839 -3.727
H -18.965 -2.434 -5.184
H -18.320 -2.122 -6.832
C -20.461 1.752 -8.885
O -20.604 2.977 -8.922
N -21.477 0.856 -9.083
N -19.289 1.234 -8.809
H -21.166 -0.073 -8.833
H -22.402 1.199 -8.870
H -19.291 0.230 -8.698
H -18.486 1.817 -8.998
C -23.612 1.599 -1.017
O -24.626 1.918 -0.392
N -23.515 1.788 -2.299
N -22.626 0.857 -0.542
H -22.679 1.365 -2.676
H -24.066 2.521 -2.723
H -21.886 0.491 -1.124
H -22.838 0.321 0.287
C -19.856 1.268 -4.143
O -20.673 1.285 -3.198
N -18.571 1.479 -4.159
N -20.184 0.768 -5.315
H -18.009 1.222 -4.958
H -18.129 1.389 -3.256
H -21.134 0.427 -5.305
H -19.556 0.633 -6.095
C -20.643 -3.023 -2.090
O -19.671 -3.710 -2.377
N -20.684 -1.712 -1.923
N -21.816 -3.562 -1.900
H -21.469 -1.350 -1.401
H -19.761 -1.313 -2.007
H -22.006 -4.515 -2.172
H -22.656 -3.014 -1.783
C -15.038 1.652 -1.838
O -15.895 2.224 -2.407
N -13.929 2.190 -1.489
N -15.020 0.376 -1.655
H -13.325 1.638 -0.896
H -13.854 3.195 -1.558
H -14.240 -0.008 -1.142
H -15.779 -0.154 -2.059
```


Q) Entry from the Open Molecules 2025 dataset: a 15-piece molecular cluster, C15H60N30O15 overall (the ωB97M-V functional and the def2-TZVPD basis).

Its net charge is 0. As for the lowest unoccupied orbital energy: -0.027 Eh. Its frontier orbital gap is 7.5 eV. The spin multiplicity is 1.

```
120
C15H60N30O15, DFT the ωB97M-V functional and the def2-TZVPD basis
C -0.458 -0.283 0.022
O -1.590 -0.594 0.194
N 0.077 0.696 0.786
N 0.455 -0.855 -0.677
H -0.547 1.227 1.377
H 1.055 0.944 0.761
H 0.298 -1.825 -0.910
H 1.372 -0.439 -0.602
C 4.029 1.444 -0.486
O 2.889 0.927 -0.340
N 5.033 1.223 0.335
N 4.496 1.927 -1.567
H 5.897 1.743 0.276
H 4.622 0.844 1.176
H 3.773 2.261 -2.188
H 5.458 2.103 -1.817
C -2.673 2.657 -1.723
O -3.445 2.176 -0.933
N -1.383 2.501 -1.545
N -2.945 3.335 -2.756
H -1.345 1.797 -0.821
H -0.867 2.453 -2.411
H -2.184 3.700 -3.311
H -3.860 3.744 -2.883
C -3.776 -4.457 0.217
O -4.823 -4.454 -0.356
N -3.304 -5.305 1.078
N -2.838 -3.476 0.111
H -3.963 -6.065 1.175
H -2.387 -5.290 1.500
H -2.107 -3.414 0.804
H -3.125 -2.619 -0.340
C -0.727 3.829 3.016
O -0.942 2.686 3.239
N 0.369 4.423 2.768
N -1.615 4.742 3.110
H 1.195 3.917 2.483
H 0.417 5.432 2.753
H -2.594 4.523 3.230
H -1.402 5.461 2.435
C 0.672 -3.863 1.611
O -0.223 -4.364 2.203
N 1.584 -3.263 2.340
N 0.721 -3.708 0.361
H 2.539 -3.401 2.041
H 1.416 -3.440 3.320
H 0.125 -4.317 -0.181
H 1.527 -3.367 -0.141
C 1.020 -2.640 -5.407
O 0.946 -1.982 -6.413
N 0.427 -2.308 -4.336
N 1.893 -3.565 -5.211
H -0.207 -1.523 -4.389
H 0.586 -2.922 -3.551
H 1.934 -3.973 -4.288
H 2.481 -3.925 -5.950
C -0.341 -4.949 -2.695
O 0.631 -4.191 -2.568
N -1.541 -4.637 -2.307
N -0.287 -6.124 -3.351
H -2.286 -5.312 -2.411
H -1.658 -3.937 -1.588
H 0.618 -6.434 -3.677
H -0.987 -6.851 -3.360
C 3.469 2.685 2.644
O 2.689 3.005 1.799
N 4.234 3.516 3.185
N 3.477 1.587 3.311
H 4.199 4.489 2.916
H 4.847 3.233 3.936
H 4.163 1.427 4.035
H 2.747 0.905 3.163
C 1.546 4.963 -0.847
O 1.081 5.505 -1.864
N 0.985 4.090 -0.110
N 2.610 5.275 -0.221
H 0.134 3.723 -0.512
H 1.415 3.719 0.725
H 2.947 4.585 0.435
H 3.238 6.008 -0.519
C -5.393 -0.638 1.319
O -5.278 -0.615 2.497
N -6.206 -1.359 0.492
N -4.499 -0.100 0.537
H -5.998 -1.276 -0.492
H -6.784 -2.007 1.008
H -4.388 -0.438 -0.408
H -3.977 0.734 0.769
C 4.018 -3.057 0.203
O 3.850 -4.213 0.391
N 4.446 -2.235 1.056
N 3.602 -2.488 -0.880
H 4.179 -1.269 0.935
H 4.805 -2.549 1.947
H 3.869 -1.517 -0.957
H 3.355 -3.155 -1.598
C 2.474 1.114 -4.456
O 2.945 2.049 -3.887
N 2.003 0.235 -3.667
N 2.559 0.935 -5.716
H 1.670 -0.607 -4.115
H 2.121 0.284 -2.665
H 1.871 0.309 -6.108
H 3.010 1.625 -6.299
C -4.833 2.962 2.620
O -5.909 2.901 2.931
N -4.428 3.994 1.911
N -3.939 2.037 2.794
H -3.525 4.106 1.471
H -5.135 4.700 1.765
H -2.952 2.246 2.781
H -4.313 1.116 2.976
C -2.139 -0.444 4.351
O -2.901 -0.781 5.212
N -2.390 -0.501 3.096
N -1.101 0.335 4.523
H -1.761 -0.221 2.357
H -3.213 -1.009 2.805
H -0.771 0.857 3.724
H -0.846 0.585 5.467
```


R) Entry from the Open Molecules 2025 dataset: a 15-piece molecular cluster, C15H60N30O15 overall (the ωB97M-V functional and the def2-TZVPD basis).

Its net charge is 0. As for the lowest unoccupied orbital energy: -0.002 Eh. Its frontier orbital gap is 8.8 eV. The spin multiplicity is 1.

```
120
C15H60N30O15, DFT the ωB97M-V functional and the def2-TZVPD basis
C 7.610 -8.586 2.180
O 7.286 -7.971 1.164
N 8.322 -8.028 3.229
N 7.418 -9.883 2.434
H 8.479 -7.034 3.266
H 8.715 -8.580 3.970
H 8.259 -10.243 2.883
H 7.031 -10.384 1.632
C 10.496 -10.630 4.698
O 9.712 -10.727 3.746
N 10.797 -11.581 5.623
N 11.122 -9.485 5.023
H 10.421 -12.505 5.468
H 11.641 -11.558 6.164
H 10.983 -8.737 4.354
H 11.989 -9.574 5.520
C 6.598 -5.496 3.866
O 6.887 -6.115 4.890
N 7.503 -4.666 3.225
N 5.367 -5.435 3.349
H 8.322 -4.363 3.719
H 7.406 -4.785 2.228
H 4.654 -5.933 3.855
H 5.073 -4.960 2.504
C 5.747 -11.970 -0.382
O 5.923 -11.070 0.435
N 5.836 -11.834 -1.719
N 5.664 -13.257 0.079
H 5.863 -10.914 -2.131
H 5.746 -12.550 -2.418
H 5.420 -13.944 -0.614
H 5.521 -13.374 1.064
C 4.927 -9.019 6.059
O 4.473 -10.045 6.537
N 5.982 -8.969 5.240
N 4.353 -7.827 6.357
H 6.409 -8.114 4.905
H 6.369 -9.843 4.932
H 3.391 -7.849 6.645
H 4.682 -7.014 5.861
C 8.307 -4.667 -2.317
O 8.090 -5.356 -3.306
N 8.531 -3.346 -2.394
N 8.101 -5.147 -1.046
H 8.926 -2.891 -1.583
H 8.733 -2.971 -3.304
H 7.935 -6.140 -0.990
H 8.545 -4.652 -0.291
C 2.976 -9.509 1.174
O 2.208 -8.758 0.590
N 3.040 -10.863 1.063
N 4.025 -8.958 1.863
H 3.743 -11.436 1.485
H 2.309 -11.246 0.487
H 4.701 -9.639 2.165
H 3.889 -8.012 2.166
C 10.435 -3.629 1.078
O 9.965 -3.042 0.102
N 10.915 -3.050 2.182
N 10.289 -4.986 1.284
H 11.013 -3.424 3.107
H 11.148 -2.086 1.981
H 10.673 -5.348 2.145
H 10.343 -5.523 0.431
C 8.102 -8.931 -2.281
O 7.886 -9.288 -3.439
N 9.092 -9.351 -1.452
N 7.214 -8.203 -1.557
H 9.122 -8.984 -0.521
H 9.761 -10.053 -1.714
H 6.305 -8.110 -1.974
H 7.431 -8.009 -0.586
C 12.177 -6.412 4.379
O 11.076 -6.636 3.845
N 12.290 -6.194 5.708
N 13.370 -6.726 3.828
H 11.480 -6.049 6.309
H 13.151 -6.452 6.154
H 13.257 -7.421 3.094
H 13.995 -5.952 3.659
C 6.956 -12.151 6.931
O 7.184 -11.043 7.399
N 7.608 -12.530 5.811
N 6.201 -13.106 7.527
H 8.243 -11.862 5.408
H 7.445 -13.412 5.345
H 5.749 -12.868 8.392
H 6.006 -13.994 7.104
C 9.311 -6.815 7.223
O 9.637 -5.642 6.939
N 8.519 -7.595 6.447
N 9.552 -7.408 8.417
H 7.995 -8.279 6.964
H 8.257 -7.199 5.557
H 10.087 -6.893 9.094
H 9.199 -8.334 8.566
C 12.376 -8.801 1.545
O 12.673 -9.749 2.274
N 11.143 -8.572 1.047
N 13.286 -7.916 1.105
H 10.911 -7.652 0.728
H 10.425 -9.164 1.436
H 14.288 -7.997 1.143
H 13.053 -7.188 0.448
C 8.400 -14.502 2.702
O 9.049 -15.499 2.397
N 8.530 -13.267 2.158
N 7.536 -14.557 3.736
H 7.834 -12.573 2.358
H 9.303 -13.177 1.522
H 7.267 -15.475 4.050
H 6.887 -13.785 3.679
C 3.692 -5.743 -0.016
O 4.084 -5.074 0.927
N 2.620 -5.401 -0.772
N 4.407 -6.787 -0.519
H 2.375 -5.905 -1.605
H 2.084 -4.567 -0.616
H 5.228 -7.032 0.012
H 4.165 -7.275 -1.360
```


The most stable of them is R).


P) Entry from the Open Molecules 2025 dataset: a 2-piece molecular cluster, C5H13O2PS overall (the ωB97M-V functional and the def2-TZVPD basis).

Its net charge is 0. As for the lowest unoccupied orbital energy: -0.020 Eh. Its frontier orbital gap is 8.0 eV. The spin multiplicity is 1. The SMILES is C=P(=S)OCC.CCO.

```
22
C5H13O2PS, DFT the ωB97M-V functional and the def2-TZVPD basis
C 1.729 -2.509 0.953
P 2.106 -1.392 -0.230
S 1.937 -1.505 -2.158
O 1.846 -0.038 0.584
C 2.041 1.365 0.368
C 0.795 2.204 0.325
H 1.412 -2.306 1.882
H 2.221 -3.463 0.839
H 2.889 1.665 1.116
H 2.393 1.492 -0.689
H 1.064 3.297 0.405
H 0.376 2.193 -0.646
H 0.037 1.997 1.086
C -2.474 0.420 -1.008
C -2.529 -0.576 0.228
O -2.031 -1.913 -0.088
H -1.402 0.639 -1.344
H -2.950 -0.111 -1.907
H -2.850 1.405 -0.764
H -3.572 -0.719 0.590
H -1.855 -0.230 1.002
H -1.183 -1.913 -0.544
```


Q) Entry from the Open Molecules 2025 dataset: a single C5H13O2PS molecule (the ωB97M-V functional and the def2-TZVPD basis).

Its net charge is 0. As for the lowest unoccupied orbital energy: 0.017 Eh. Its frontier orbital gap is 9.2 eV. The spin multiplicity is 1. The SMILES is O=C(O)C[PH3]CCCS.

```
22
C5H13O2PS, DFT the ωB97M-V functional and the def2-TZVPD basis
O -3.804 -2.553 -0.301
C -2.535 -2.057 -0.276
O -1.573 -2.717 0.661
C -2.107 -0.827 -1.286
P -0.361 -0.112 -0.977
C 1.453 0.511 -0.815
C 1.647 1.731 0.275
C 1.914 1.228 1.818
S 0.608 0.072 2.503
H -0.854 -3.164 0.094
H -2.176 -1.135 -2.432
H -2.875 0.057 -1.073
H 0.156 -1.459 -0.835
H -0.365 0.489 -2.316
H -0.842 0.728 0.090
H 2.208 -0.395 -0.627
H 1.777 0.951 -1.876
H 0.779 2.541 0.209
H 2.641 2.304 -0.058
H 1.909 2.211 2.493
H 2.959 0.725 1.996
H -0.558 0.872 2.733
```


The most stable of them is P).


P) Entry from the Open Molecules 2025 dataset: a 2-piece molecular cluster, C3H5ClN2S overall (the ωB97M-V functional and the def2-TZVPD basis).

Its net charge is 0. As for the lowest unoccupied orbital energy (alpha / beta): 0.007 / 0.007 Eh. Its frontier orbital gap (alpha / beta) is 8.1 / 8.1 eV. The spin multiplicity is 1.

```
12
C3H5ClN2S, DFT the ωB97M-V functional and the def2-TZVPD basis
C 1.205 1.584 0.284
C 0.330 0.025 -1.352
C -1.434 0.235 1.527
N 0.900 0.969 -0.692
N 0.959 -1.171 1.639
S 0.171 0.085 2.056
Cl -2.472 1.540 2.148
H 1.612 2.662 0.301
H 0.963 -0.738 -1.756
H -0.551 0.147 -1.826
H -2.075 -0.571 1.052
H 0.656 -1.985 1.268
```


Q) Entry from the Open Molecules 2025 dataset: a 2-piece molecular cluster, C3H5ClN2S overall (the ωB97M-V functional and the def2-TZVPD basis).

Its net charge is 0. As for the lowest unoccupied orbital energy: -0.012 Eh. Its frontier orbital gap is 8.0 eV. The spin multiplicity is 1.

```
12
C3H5ClN2S, DFT the ωB97M-V functional and the def2-TZVPD basis
C -1.307 -0.568 -0.109
C 0.870 0.359 -0.110
C 2.213 0.185 0.145
H -1.398 1.892 -0.291
H -2.925 0.523 0.525
H 0.281 -1.640 -0.230
H 0.744 1.647 0.047
H 2.822 1.221 0.432
N -2.074 0.684 -0.057
N -0.065 -0.684 -0.343
S -2.195 -2.054 0.038
Cl 3.033 -1.564 -0.046
```


The most stable of them is Q).


P) Entry from the Open Molecules 2025 dataset: a single C9H12N2O3 molecule (the ωB97M-V functional and the def2-TZVPD basis).

Its net charge is 0. As for the lowest unoccupied orbital energy: 0.022 Eh. Its frontier orbital gap is 10.0 eV. The spin multiplicity is 1. The SMILES is C/C=C(\C)C1(C)C(=O)NC(=O)NC1=O.

```
26
C9H12N2O3, DFT the ωB97M-V functional and the def2-TZVPD basis
C -0.574 -3.095 0.555
C -0.473 -1.638 0.142
C 0.234 -0.633 0.758
C 1.001 -0.887 2.072
C 0.253 0.775 0.119
C 0.971 1.809 0.984
C 0.965 0.730 -1.238
O 2.152 0.522 -1.366
N 0.392 1.159 -2.391
C -0.928 1.429 -2.483
O -1.450 1.608 -3.583
N -1.723 1.346 -1.380
C -1.183 1.206 -0.145
O -1.943 1.445 0.760
H 0.362 -3.511 0.895
H -0.873 -3.666 -0.337
H -1.313 -3.187 1.369
H -1.023 -1.432 -0.776
H 0.444 -0.327 2.863
H 2.063 -0.577 1.982
H 0.995 -1.935 2.369
H 2.028 1.580 1.099
H 0.484 1.863 1.971
H 0.944 2.811 0.500
H 0.842 0.886 -3.276
H -2.650 1.719 -1.462
```


Q) Entry from the Open Molecules 2025 dataset: a single C9H12N2O3 molecule (the ωB97M-V functional and the def2-TZVPD basis).

Its net charge is 0. As for the lowest unoccupied orbital energy: 0.012 Eh. Its frontier orbital gap is 9.0 eV. The spin multiplicity is 1. The SMILES is [H]/N=c1\cc[nH]c([C@H](C)OC)c1C(=O)O.

```
26
C9H12N2O3, DFT the ωB97M-V functional and the def2-TZVPD basis
H -4.546 1.170 -0.720
N -3.942 0.337 -0.642
C -2.786 0.670 -0.256
C -2.401 2.120 -0.106
C -1.077 2.383 0.209
N -0.103 1.411 0.191
C -0.523 0.118 0.064
C 0.792 -0.769 0.175
C 0.940 -1.158 1.646
O 1.982 -0.178 -0.294
C 2.096 -0.050 -1.668
C -1.820 -0.336 -0.082
C -2.121 -1.811 -0.085
O -1.301 -2.662 0.103
O -3.465 -2.143 -0.215
H -3.189 2.818 -0.116
H -0.593 3.402 0.099
H 0.858 1.630 0.201
H 0.707 -1.679 -0.404
H 0.986 -0.217 2.220
H 1.932 -1.600 1.798
H 0.159 -1.780 2.117
H 3.149 0.189 -1.746
H 1.467 0.716 -2.002
H 1.920 -0.978 -2.224
H -3.865 -1.293 -0.311
```


The most stable of them is P).